75
Properties=species:S:1:pos:R:3:forces:R:3 method="wB97M-V/def2-TZVPD" homo_lumo_gap_ev=7.378 lumo_ev=-3.466 charge=+1
C 0.30249 -0.60251 3.36737 -0.1 0.5 0.5
C 1.16190 0.65522 3.08105 -1.2 -0.3 0.1
I 0.41260 2.26018 4.35090 0.3 0.0 -0.2
C 0.89098 1.15494 1.65824 0.9 0.8 0.2
N 1.33015 0.24514 0.56519 0.0 -1.0 0.0
C 0.60094 0.08182 -0.54423 0.0 -0.4 0.6
N -0.55397 0.74754 -0.74276 0.9 1.4 -1.0
C -0.79608 1.24232 -2.13365 -2.1 -0.2 0.3
P -0.31436 3.06634 -2.29621 1.9 1.0 -0.6
N -1.50863 3.63510 -3.36656 0.2 -1.1 0.7
O -0.69585 3.78167 -0.85611 -0.9 -1.1 -0.3
C -0.23582 0.29376 -3.20972 1.2 0.7 -0.2
F -1.22042 0.03889 -4.14944 -0.4 0.0 0.3
C 0.89324 0.97783 -3.98696 -0.5 -0.7 0.1
C 2.21287 0.97365 -3.60200 -0.3 -0.4 0.8
C 3.13023 1.61950 -4.38163 1.4 0.1 0.3
N 2.86228 2.27159 -5.49579 -0.1 0.0 -0.1
C 1.59123 2.23512 -5.85593 0.0 0.9 -1.2
C 0.58860 1.61076 -5.16921 -0.7 -0.1 0.4
C 0.13663 -1.06076 -2.58106 -1.2 -0.6 -1.1
C -1.22160 -1.73719 -2.12665 -0.3 0.0 1.2
N -1.14797 -2.27423 -0.75470 -0.1 0.0 0.0
C 0.75039 -1.97370 -3.66501 1.0 -0.4 -0.1
C 1.61163 -3.12958 -3.13222 -0.3 0.2 0.5
C 0.89278 -4.17507 -2.26592 1.0 -0.3 -0.1
C 1.83727 -5.37974 -2.11333 0.0 0.8 0.6
O 1.22719 -6.50338 -1.45912 0.2 0.0 0.1
C 1.08340 -6.26571 -0.12453 0.5 -0.5 1.1
O 1.70665 -6.82772 0.74024 -0.7 0.5 -1.1
N 1.03028 -0.81893 -1.45596 -0.9 -0.2 -0.1
P 2.89889 -0.57003 0.88645 0.5 0.5 1.0
O 3.71931 -0.47362 -0.52386 -0.9 -0.1 0.2
I 2.41887 -2.96388 1.22264 0.0 0.3 -0.6
H -0.41812 -0.75485 2.56218 0.2 -0.3 -0.2
H -0.31010 -0.41995 4.24679 0.0 -0.2 0.1
H 0.87763 -1.49834 3.58379 0.1 0.0 -0.3
H 2.20550 0.56715 3.35241 0.0 0.0 -0.1
H 1.41006 2.10266 1.49320 -0.1 0.0 0.1
H -0.17463 1.37100 1.62433 0.0 -0.3 -0.2
H -0.65922 1.57727 -0.16302 0.0 -0.3 0.4
H -1.88801 1.21045 -2.26693 0.1 -0.2 0.1
H -1.09616 3.91278 -4.24650 -0.2 0.2 -0.1
H -2.27853 2.98685 -3.49591 -0.2 0.3 -0.3
H -1.65713 3.90690 -0.78979 0.1 0.3 0.3
H 2.52511 0.46254 -2.70479 0.1 0.0 0.0
H 4.16788 1.59270 -4.06142 0.0 0.1 -0.1
H 1.32410 2.75640 -6.77032 0.2 0.0 0.0
H -0.43000 1.63594 -5.51919 0.0 0.0 -0.2
H -1.51957 -2.53349 -2.80111 0.3 0.1 -0.3
H -2.04084 -1.02043 -2.13990 0.1 0.1 -0.3
H -1.85761 -1.84851 -0.17222 0.1 0.1 0.0
H -1.36053 -3.26302 -0.73831 0.2 0.0 -0.1
H 1.38826 -1.41273 -4.35064 0.0 0.2 0.2
H -0.02761 -2.39682 -4.29818 -0.3 0.2 0.2
H 2.40541 -2.69731 -2.51013 0.2 -0.1 -0.2
H 2.11719 -3.63229 -3.95785 -0.1 0.1 -0.2
H -0.07990 -4.49311 -2.64437 0.0 0.1 -0.1
H 0.80729 -3.76962 -1.25741 -0.6 0.0 0.0
H 2.29632 -5.67010 -3.05478 -0.4 -0.5 -0.1
H 2.66016 -5.04834 -1.46564 0.2 0.0 -0.2
H 0.32822 -5.49934 0.13996 0.1 -0.1 -0.3
H 1.19752 -1.71415 -0.99071 0.5 0.1 0.0
H 3.77601 0.47587 -0.72112 0.4 -0.1 -0.2
F -4.69228 1.93793 5.98221 0.0 0.0 0.0
C -4.06649 2.67793 6.92019 0.1 0.2 0.2
C -4.81329 3.28192 7.91090 -0.2 0.0 0.0
C -4.16339 4.03841 8.87541 0.1 0.0 -0.1
C -2.78366 4.18839 8.83167 0.0 0.1 0.1
C -2.05069 3.57653 7.82460 -0.1 0.0 0.0
C -2.69408 2.81060 6.86288 0.1 -0.1 -0.2
H -5.88819 3.15926 7.92347 0.0 0.0 0.0
H -4.73492 4.51182 9.66211 0.0 0.0 0.0
H -2.28085 4.78209 9.58335 0.0 0.0 0.0
H -0.97542 3.69563 7.78785 0.0 0.0 0.0
H -2.14151 2.31804 6.07341 -0.1 0.0 0.0



74
Properties=species:S:1:pos:R:3:forces:R:3 method="wB97M-V/def2-TZVPD" s2=0.797 homo_lumo_gap_ev="7.619 / 7.272" lumo_ev="-0.498 / -1.655" spin_multiplicity=2 de_lowest_kcal_mol=0.0 charge=0
In 0.60290 0.86363 -0.00017 -0.1 -0.1 0.0
F 1.43583 2.24389 2.02038 0.1 0.0 -0.1
P -0.00009 2.72708 2.74460 -0.2 -0.5 0.2
F -0.47562 1.16063 2.64925 0.1 0.2 0.0
F 0.52318 4.23408 2.68862 0.0 0.1 0.0
F -1.40358 3.15417 3.33784 0.0 0.1 0.0
F -0.58913 2.89906 1.19563 0.0 0.1 -0.1
F 0.64121 2.47362 4.16460 0.0 0.1 0.1
C 1.14166 5.95810 -0.36498 0.0 0.0 0.0
C 2.25135 5.03632 -0.87158 0.0 0.0 0.0
C 2.54352 5.29453 -2.34486 0.0 0.0 0.0
C 3.51437 5.24249 -0.04211 0.0 0.0 0.0
N 1.91282 3.60193 -0.69162 0.0 0.1 0.0
N 0.70316 3.16359 -1.32124 0.0 0.1 0.2
H 1.44212 7.00157 -0.47266 0.0 0.0 0.0
H 0.92776 5.76748 0.68839 0.0 0.0 0.0
H 0.21566 5.83665 -0.93209 0.0 0.0 0.0
H 2.94943 6.29824 -2.47485 0.0 0.0 0.0
H 1.64097 5.23324 -2.95760 0.0 0.0 0.0
H 3.27611 4.57699 -2.72080 0.0 0.0 0.0
H 3.83333 6.28422 -0.08776 0.0 0.0 0.0
H 4.32502 4.61359 -0.41400 0.0 0.0 0.0
H 3.33270 4.99373 1.00647 0.0 0.0 0.0
H 1.76888 3.45901 0.30636 0.1 0.0 0.0
H 0.83279 3.20341 -2.32528 0.0 -0.1 0.0
H -0.08510 3.75954 -1.07229 0.0 0.0 0.0
C 2.96680 0.63871 -2.47159 0.0 0.0 0.0
C 3.77220 0.03238 -1.50338 -0.1 0.0 0.0
C 4.13967 -1.33408 -1.60324 0.0 0.0 0.0
C 4.89380 -1.93495 -0.62622 0.0 0.0 0.0
C 5.30656 -1.19813 0.49331 0.0 0.0 0.0
C 4.95664 0.15226 0.61699 0.0 0.0 0.0
C 4.20866 0.75875 -0.36390 0.0 0.0 0.0
C 6.09035 -1.83342 1.51088 0.0 0.0 0.0
N 6.72243 -2.34280 2.32555 0.0 0.0 0.0
H 2.59615 0.06824 -3.31184 0.0 0.0 0.0
H 2.68834 1.67855 -2.36685 0.1 0.0 0.0
H 3.80888 -1.90198 -2.46364 0.0 0.0 0.0
H 5.17463 -2.97662 -0.70774 0.0 0.0 0.0
H 5.27639 0.70823 1.48791 0.0 0.0 0.0
H 3.92939 1.80257 -0.27700 0.0 0.0 0.0
C -7.24837 -4.95938 1.37075 0.0 0.0 0.0
C -6.09483 -4.00951 1.20450 0.0 0.0 0.0
C -5.95667 -2.90114 2.02852 0.0 0.0 0.0
C -4.90064 -2.00763 1.89023 0.0 0.0 0.0
C -4.79315 -0.84353 2.84024 0.0 0.0 0.0
C -3.96742 -2.24569 0.87214 0.0 0.0 0.1
Se -2.51892 -1.00394 0.68872 0.0 0.0 0.0
C -4.07637 -3.35476 0.02389 0.0 0.0 0.0
C -3.06429 -3.67191 -1.04114 0.0 0.0 0.0
C -5.14585 -4.22043 0.21226 0.0 0.0 0.0
H -7.79747 -4.75795 2.28927 0.0 0.0 0.0
H -6.90358 -5.99360 1.39857 0.0 0.0 0.0
H -7.94571 -4.86959 0.53535 0.0 0.0 0.0
H -6.68511 -2.72961 2.81297 0.0 0.0 0.0
H -5.61986 -0.86295 3.54857 0.0 0.0 0.0
H -4.81799 0.11255 2.31634 0.0 0.0 0.0
H -3.85931 -0.87730 3.40247 0.0 0.0 0.0
H -2.62181 -2.77343 -1.46760 0.0 0.0 0.0
H -3.52406 -4.25795 -1.83707 0.0 0.0 0.0
H -2.24346 -4.26076 -0.62242 0.0 0.0 0.0
H -5.23733 -5.08626 -0.43545 0.0 0.0 0.0
C -0.36764 -2.53671 -3.33205 0.0 0.0 0.0
S 0.63209 -2.37031 -1.84479 0.0 0.0 0.0
C 1.46016 -3.96792 -1.86124 0.0 0.0 0.0
H -1.04420 -3.38771 -3.25515 0.0 0.0 0.0
H 0.25757 -2.64587 -4.21790 0.0 0.0 0.0
H -0.96189 -1.62900 -3.43041 0.0 0.0 0.0
H 2.09267 -4.07767 -2.74239 0.0 0.0 0.0
H 0.73527 -4.78091 -1.82839 0.0 0.0 0.0
H 2.08405 -4.01870 -0.97008 0.0 0.0 0.0
S -0.87557 -2.22081 1.52708 0.1 -0.1 0.0
C -1.25027 -2.11950 3.18020 -0.1 0.1 0.0
N -1.53219 -2.06862 4.29652 0.1 -0.1 0.0